Formula: C6H20N2O2
Source: OMol25
Level of theory: ωB97M-V/def2-TZVPD

Output
Lowest unoccupied orbital energy = 0.336 eV
Orbital gap = 8.3 eV
SMILES = CCNCCCCN.O.O
Energy relative to the best compared isomer or geometry (same formula, charge and spin) = 71.6 kcal per mole
Net charge = 0
HOMO level = -7.98 eV

Geometry as XYZ:
```
30
Properties=species:S:1:pos:R:3:lowdin_charge:R:1
C 0.15857 -1.06308 1.33488 -0.174
C 0.41769 -1.54816 -0.08507 -0.213
C 0.87203 -3.10914 -0.06041 -0.286
N 1.97928 -3.36235 -0.95955 -0.063
C 1.16219 0.10546 1.71914 -0.215
N 0.34685 1.24812 1.87194 -0.135
C -0.01098 2.16840 0.76365 -0.244
C -0.85021 3.37587 1.31026 -0.091
H -0.87047 -0.76838 1.42469 0.095
H 0.33579 -1.85259 2.04218 0.083
H 1.14332 -1.02182 -0.83985 0.117
H -0.43768 -1.41744 -0.78149 0.082
H 1.07110 -3.40469 0.97254 0.089
H -0.08268 -3.68945 -0.54170 0.135
H 2.95143 -3.43991 -0.60069 0.079
H 1.86510 -2.76345 -1.81414 0.076
H 1.92993 0.23824 1.00699 0.097
H 1.69445 0.00900 2.64257 0.097
H -0.48105 1.06722 2.38212 0.085
H -0.62591 1.61488 0.00178 0.107
H 0.98256 2.59933 0.46883 0.122
H -1.81708 3.04171 1.54422 0.043
H -0.88619 4.12054 0.55964 0.049
H -0.36797 3.80248 2.18665 0.073
H -4.02759 1.50414 -1.53388 0.036
H -3.45593 0.04278 -1.57359 0.018
O -4.17088 0.60786 -1.86746 -0.058
H -0.05480 1.14534 -4.22163 0.081
H 0.51047 -0.07290 -3.69343 -0.024
O 0.71865 0.82199 -3.65919 -0.061
```

Formula: C6H20N6
Source: OMol25
Level of theory: ωB97M-V/def2-TZVPD

Output
Lowest unoccupied orbital energy (alpha / beta) = -2.948 / -2.979 eV
Orbital gap (alpha / beta) = 4.0 / 8.5 eV
Energy relative to the best compared isomer or geometry (same formula, charge and spin) = 6.4 kcal per mole
Net charge = +1
Multiplicity = 2
HOMO level (alpha / beta) = -6.94 / -11.48 eV

Geometry as XYZ:
```
32
Properties=species:S:1:pos:R:3:lowdin_spin:R:1
C 1.16663 -1.53884 -0.92216 0.002
C 1.84610 -2.72527 -1.60087 0.000
C 2.34949 -1.11864 1.21207 0.000
N 2.15062 -0.82648 -0.07310 0.001
N 1.99397 -2.29839 1.76573 0.000
N 2.55762 -0.11449 2.06767 0.000
H 0.77486 -0.87767 -1.70310 0.002
H 0.23782 -1.78901 -0.40042 0.000
H 2.32711 -3.30655 -0.77372 0.000
H 2.51684 -2.41421 -2.38601 0.000
H 2.29369 0.16385 -0.26557 0.003
H 2.16752 -3.22511 1.40357 0.000
H 2.08942 -2.30553 2.77185 0.000
H 2.50949 0.85419 1.75544 0.002
H 2.96581 -0.12769 2.99497 0.000
H 1.19405 -3.45047 -2.07006 0.000
C -2.19850 1.02189 0.70810 0.017
C -3.14310 -0.04880 1.20323 0.004
C -1.37487 2.31403 -1.18078 0.481
N -2.28985 1.33532 -0.70318 0.078
N -1.04422 3.42195 -0.49708 0.182
N -0.71333 1.99937 -2.37548 0.140
H -2.28254 1.87910 1.44109 0.002
H -1.15547 0.66472 0.86177 0.000
H -2.83666 -1.06366 1.01656 0.000
H -4.18152 0.18142 0.87254 0.001
H -3.24403 1.48871 -1.00596 0.025
H -1.58766 3.84467 0.23550 0.014
H -0.31710 4.04807 -0.80084 0.018
H -0.71354 1.09617 -2.80452 0.008
H -0.58081 2.77423 -3.00348 0.018
H -3.47782 0.14315 2.25625 0.001
```

Formula: C6H20O3
Source: OMol25
Level of theory: ωB97M-V/def2-TZVPD

Output
Lowest unoccupied orbital energy = 0.240 eV
Orbital gap = 10.7 eV
SMILES = CCCCCC.O.O.O
Energy relative to the best compared isomer or geometry (same formula, charge and spin) = 1.7 kcal per mole
Net charge = 0
HOMO level = -10.43 eV

Geometry as XYZ:
```
29
Properties=species:S:1:pos:R:3:lowdin_charge:R:1
C 0.76464 3.54252 10.58478 -0.120
C 1.12387 4.16968 9.23472 -0.252
C 0.28027 5.44344 8.90556 -0.214
C 0.88350 6.07263 7.68510 -0.259
C 0.16215 7.36183 7.17512 -0.253
C 0.47734 8.46530 8.17896 -0.121
H 1.13683 3.95642 11.52193 0.046
H 1.27838 2.58422 10.66124 0.069
H -0.31411 3.39916 10.52284 0.072
H 2.19924 4.33194 9.30803 0.086
H 1.03094 3.45454 8.41738 0.108
H 0.36450 6.15537 9.72665 0.102
H -0.77718 5.19822 8.80668 0.118
H 1.95045 6.28977 7.73590 0.110
H 0.89024 5.33252 6.88491 0.103
H 0.59400 7.53396 6.18923 0.098
H -0.90056 7.20600 6.98949 0.104
H 1.53354 8.73437 8.19204 0.078
H 0.01318 9.32587 7.69722 0.060
H -0.08067 8.38358 9.11172 0.071
O 3.06519 1.92056 13.37564 -0.065
H 2.14494 2.17797 13.43145 0.016
H 3.47986 2.62004 12.87065 -0.029
O 2.50944 5.93557 12.88232 -0.028
H 3.18391 6.24096 13.48899 0.066
H 1.69742 5.97270 13.38777 0.067
O 3.87984 4.03252 11.73926 -0.053
H 3.52524 4.81169 12.16748 -0.025
H 3.89704 4.25685 10.80888 0.044
```

Formula: C6H20O4
Source: OMol25
Level of theory: ωB97M-V/def2-TZVPD

Output
Lowest unoccupied orbital energy = 0.239 eV
Orbital gap = 10.3 eV
SMILES = CC(C)CCCO.O.O.O
Energy relative to the best compared isomer or geometry (same formula, charge and spin) = 46.1 kcal per mole
Net charge = 0
HOMO level = -10.08 eV

Geometry as XYZ:
```
30
Properties=species:S:1:pos:R:3:lowdin_charge:R:1
C 1.46738 -1.95662 -0.14234 -0.241
O 1.54800 -2.97944 0.87321 -0.080
C 2.22032 -0.76203 0.41787 -0.161
C 1.89055 0.67263 -0.17086 -0.180
C 0.45031 0.96214 -0.63602 -0.415
C 0.22851 2.48619 -0.79985 -0.080
C 0.28151 0.32602 -2.05740 -0.085
H 0.42012 -1.65597 -0.29380 0.082
H 1.88534 -2.36483 -1.04036 0.114
H 0.69030 -3.33978 1.10376 0.071
H 3.29338 -0.94865 0.16915 0.114
H 2.30881 -0.68450 1.48927 0.099
H 1.84537 1.20574 0.82685 0.110
H 2.71763 1.18922 -0.66442 0.110
H -0.12898 0.62283 0.19712 0.080
H 1.00900 3.14857 -0.32578 0.078
H -0.58338 2.91270 -0.19013 0.071
H 0.43953 2.73709 -1.82745 0.065
H -0.38090 0.93597 -2.70168 0.072
H -0.28042 -0.57950 -1.92016 0.043
H 1.23189 0.32584 -2.58638 0.085
H -1.49931 -1.23651 0.68070 0.044
H -2.71411 -1.33583 1.69051 0.079
O -1.92778 -0.84323 1.44781 -0.047
H -3.18401 0.97434 -1.17150 0.049
H -2.61788 0.11743 -0.14448 0.012
O -2.51884 0.28507 -1.11446 -0.057
H -2.15165 2.20656 2.55189 0.040
H -1.58456 0.95211 1.71839 0.006
O -2.20978 1.70742 1.73315 -0.079
```

Formula: C6H20O4
Source: OMol25
Level of theory: ωB97M-V/def2-TZVPD

Output
Lowest unoccupied orbital energy = 0.494 eV
Orbital gap = 10.1 eV
SMILES = C=C(CC)CC.O.O.O.O
Energy relative to the best compared isomer or geometry (same formula, charge and spin) = 15.9 kcal per mole
Net charge = 0
HOMO level = -9.63 eV

Geometry as XYZ:
```
30
Properties=species:S:1:pos:R:3:lowdin_charge:R:1
C 0.78633 1.35699 2.05899 -0.091
C 0.16529 0.47255 0.96515 -0.233
C -0.02837 1.16798 -0.35132 -0.378
C -0.14736 2.47973 -0.48346 0.036
C -0.06096 0.26166 -1.55035 -0.220
C -1.51618 0.03927 -1.98917 -0.093
H 0.11512 2.18841 2.30868 0.072
H 1.75782 1.82382 1.70670 0.091
H 1.04974 0.80089 2.91090 0.052
H 0.71004 -0.43381 0.81835 0.058
H -0.84944 0.10477 1.30273 0.120
H -0.14288 3.16541 0.36153 0.063
H -0.29164 2.93097 -1.47180 0.079
H 0.36131 -0.72839 -1.36033 0.081
H 0.51684 0.72538 -2.41224 0.133
H -2.04425 -0.58478 -1.19588 0.084
H -1.58296 -0.53880 -2.88967 0.062
H -2.00132 0.99041 -2.16466 0.070
H 2.05898 -3.32792 -0.30570 0.088
H 2.07022 -1.85722 -0.32254 -0.024
O 1.45440 -2.57085 -0.44776 -0.063
H -1.40647 -2.05901 0.55531 0.026
H 0.02234 -2.59164 0.49506 -0.041
O -0.74870 -2.56253 1.06662 -0.076
H -2.38815 1.48593 0.23549 0.077
H -3.54522 1.10480 1.25184 0.002
O -3.09016 0.77408 0.51615 -0.074
H 2.58793 0.18842 -0.75509 0.057
H 2.92305 -0.01622 0.80395 0.082
O 2.99527 -0.39576 -0.10647 -0.042
```

Formula: C6H20O7
Source: OMol25
Level of theory: ωB97M-V/def2-TZVPD

Output
Lowest unoccupied orbital energy = 0.246 eV
Orbital gap = 9.9 eV
SMILES = OCCO.OCCO.OCCO.O
Energy relative to the best compared isomer or geometry (same formula, charge and spin) = 46.2 kcal per mole
Net charge = 0
HOMO level = -9.63 eV

Geometry as XYZ:
```
33
Properties=species:S:1:pos:R:3:lowdin_charge:R:1
O 0.59019 -0.32296 -1.80635 -0.029
H -0.34670 -0.48168 -1.62310 0.032
H 0.67291 -0.34602 -2.76383 0.067
C -3.74332 -2.28182 0.97922 -0.233
C -3.08361 -1.84266 -0.30982 -0.254
O -1.91455 -1.10441 -0.08176 -0.078
O -4.59906 -1.22144 1.43640 -0.074
H -2.93914 -2.41844 1.71553 0.119
H -4.28092 -3.22864 0.90884 0.115
H -3.82157 -1.26048 -0.87668 0.126
H -2.91256 -2.72944 -0.93430 0.119
H -2.07600 -0.18394 -0.33838 0.025
H -5.25390 -1.59230 2.03259 0.076
C 4.15609 0.58908 -0.18912 -0.245
C 4.95276 -0.65239 0.15353 -0.243
O 4.16725 -1.57373 0.91210 -0.074
O 3.56565 1.12238 0.99410 -0.075
H 3.39699 0.41056 -0.95326 0.111
H 4.85038 1.33673 -0.59583 0.117
H 5.85305 -0.39598 0.71791 0.113
H 5.25874 -1.16523 -0.76148 0.114
H 3.45102 -1.05296 1.29425 0.068
H 2.61808 1.20426 0.81376 0.042
C -1.38041 2.40362 -0.20176 -0.188
C -0.37978 1.72566 0.67660 -0.224
O 0.90641 1.64082 0.07914 -0.083
O -2.08854 1.45801 -1.04445 -0.088
H -0.91498 3.14414 -0.85620 0.128
H -2.12617 2.96610 0.37124 0.121
H -0.69792 0.73167 1.01372 0.123
H -0.28526 2.27932 1.61358 0.129
H 0.84432 0.91360 -0.57195 0.041
H -2.43945 1.92859 -1.80426 0.101
```

Formula: C6H21NO4
Source: OMol25
Level of theory: ωB97M-V/def2-TZVPD

Output
Lowest unoccupied orbital energy = 0.394 eV
Orbital gap = 9.2 eV
SMILES = CCNCC[C@H](C)O.O.O.O
Energy relative to the best compared isomer or geometry (same formula, charge and spin) = 86.6 kcal per mole
Net charge = 0
HOMO level = -8.86 eV

Geometry as XYZ:
```
32
Properties=species:S:1:pos:R:3:lowdin_charge:R:1
C 0.98771 0.85439 1.40159 -0.114
C 0.82729 1.64261 0.07760 -0.346
C 0.77051 0.70346 -1.25663 -0.038
O 1.98542 2.51491 -0.08726 -0.105
C 0.08946 -0.45282 1.38627 -0.288
N -1.15266 -0.11698 1.96477 -0.070
C -2.22571 -0.94351 1.40059 -0.258
C -2.14587 -0.97134 -0.10126 -0.103
H 1.97644 0.50684 1.60057 0.089
H 0.61838 1.30327 2.33758 0.118
H -0.07584 2.28132 0.27955 0.128
H -0.19670 0.39453 -1.60613 0.039
H 1.22433 -0.23985 -1.03470 0.014
H 1.64005 0.97263 -1.99302 0.123
H 2.82920 1.97069 -0.19969 0.118
H 0.59588 -1.26900 1.97543 0.128
H 0.02780 -0.82675 0.42354 0.021
H -1.40568 0.82769 1.82468 0.092
H -2.12376 -1.96027 1.78468 0.106
H -3.15568 -0.68770 1.88329 0.105
H -1.14562 -0.57351 -0.50233 0.037
H -2.16974 -1.99033 -0.45829 0.058
H -2.94862 -0.44937 -0.73103 0.102
H 2.48984 -3.41118 0.52197 0.002
H 2.41323 -1.90171 0.36026 0.062
O 2.40251 -2.77134 -0.13365 -0.035
H -1.53058 3.54701 -2.02147 0.085
H -0.33752 3.88197 -1.11804 -0.110
O -1.16885 3.85784 -1.15726 0.027
H -0.35396 -2.60446 -2.26784 0.068
H 1.02203 -2.25598 -2.09681 0.016
O 0.23673 -1.83308 -2.45697 -0.070
```

Formula: C6H22N2O4
Source: OMol25
Level of theory: ωB97M-V/def2-TZVPD

Output
Lowest unoccupied orbital energy = 0.412 eV
Orbital gap = 8.6 eV
SMILES = C/C(=C\N)C[C@H](C)N.O.O.O.O
Energy relative to the best compared isomer or geometry (same formula, charge and spin) = 82.0 kcal per mole
Net charge = 0
HOMO level = -8.14 eV

Geometry as XYZ:
```
34
Properties=species:S:1:pos:R:3:lowdin_charge:R:1
C -0.39361 -2.21247 1.81872 -0.067
C 0.52603 -1.01162 1.65364 -0.401
C -0.01524 -0.22936 0.44606 -0.141
C 1.18177 0.59147 -0.24615 -0.274
C 1.20020 1.89505 -0.19153 -0.175
N 2.16492 2.71614 -0.91814 0.058
C 2.17366 -0.35829 -0.92532 -0.078
N 0.35264 -0.26876 2.92037 0.054
H 0.25086 -3.09147 1.85955 0.080
H -0.92918 -2.11501 2.77709 0.086
H -1.14117 -2.21186 1.04907 0.037
H 1.60671 -1.31841 1.47740 0.140
H -0.47282 -0.73602 -0.35838 0.046
H -0.86810 0.32683 0.74029 0.097
H 0.45345 2.45873 0.39581 0.121
H 1.62476 3.38310 -1.38304 0.031
H 2.85759 2.16262 -1.35334 0.041
H 1.72656 -1.04955 -1.83322 0.121
H 3.19056 -0.03737 -1.46210 0.101
H 2.57528 -1.08926 -0.21965 0.038
H -0.30392 0.40180 2.92929 0.021
H 1.25598 0.16104 3.11301 0.080
H -0.99257 1.91887 -2.73608 0.054
H -0.69867 3.48466 -2.69997 0.027
O -0.49277 2.64108 -2.35044 -0.025
H -1.81439 -0.80960 -0.58597 0.005
H -2.86121 -1.81593 -0.51773 0.080
O -2.84140 -0.79287 -0.61154 -0.130
H -3.78788 2.15950 0.57116 0.042
H -2.43755 2.71397 -0.04194 0.020
O -3.29090 2.97312 0.36304 -0.081
H 0.53113 -4.02955 -1.71457 0.077
H -0.12922 -3.40858 -0.51340 -0.023
O -0.20148 -3.40198 -1.45198 -0.063
```